P | Entry from the Open Molecules 2025 dataset: the molecule C3H10N4 (the ωB97M-V functional and the def2-TZVPD basis).

Cartesian coordinates (Å):
C1 1.733 -0.801 -0.746
C2 1.108 0.943 0.842
C3 -1.718 -0.087 -0.146
H1 2.618 -0.967 -0.143
H2 1.388 -1.799 -1.127
H3 2.032 -0.118 -1.560
H4 1.888 0.600 1.531
H5 1.504 1.776 0.247
H6 0.279 1.304 1.426
H7 -0.342 0.997 -1.192
H8 -2.660 -1.158 1.205
H9 -0.891 -1.205 1.285
H10 -2.604 1.252 -1.205
N1 0.679 -0.200 0.095
N2 -0.444 0.109 -0.706
N3 -1.777 -1.143 0.710
N4 -2.792 0.497 -0.517

## Properties
- Kohn-Sham gap (eV) = 9.62
- E_LUMO (Eh) = 0.0297
- SMILES = [H]/N=C(/N)NN(C)C

Q | Entry from the Open Molecules 2025 dataset: the molecule C3H10N4 (the ωB97M-V functional and the def2-TZVPD basis).

Cartesian coordinates (Å):
C1 -2.017 -0.072 -0.100
C2 1.574 -0.671 -0.900
N1 0.346 -0.327 1.510
C3 -0.805 -0.034 -0.721
N2 0.549 0.595 2.485
N3 -0.733 0.558 -1.982
N4 0.324 -0.574 -0.166
H1 -0.426 -0.986 1.615
H2 1.115 1.380 2.177
H3 0.838 0.235 3.391
H4 0.122 1.085 -2.108
H5 -1.542 1.126 -2.202
H6 -2.200 -0.639 0.802
H7 -2.885 0.429 -0.508
H8 1.440 -1.276 -1.806
H9 1.955 0.313 -1.203
H10 2.346 -1.142 -0.284

## Properties
- Kohn-Sham gap (eV) = 7.99
- E_LUMO (Eh) = 0.0322
- SMILES = C=C(N)N(C)NN

R | Entry from the Open Molecules 2025 dataset: a structure of composition C3H10N4 (the ωB97M-V functional and the def2-TZVPD basis).

Cartesian coordinates (Å):
C1 -0.598 -1.180 0.094
N1 -1.794 -0.651 0.528
C2 0.770 1.093 -1.608
C3 -0.388 -1.727 -1.106
N2 -0.132 1.333 -0.781
H1 -1.775 -0.249 1.451
H2 -2.225 -0.010 -0.135
H3 0.656 1.430 -2.643
H4 1.708 0.557 -1.409
H5 -1.134 -1.680 -1.882
H6 0.552 -2.169 -1.381
N3 1.213 0.170 2.020
N4 0.740 1.330 1.741
H7 0.036 1.610 2.428
H8 1.918 -0.059 1.308
H9 0.136 -1.301 0.936
H10 0.315 1.501 0.439

## Properties
- Kohn-Sham gap (spin up / spin down) (eV) = 7.03 / 7.03
- E_LUMO (spin up / spin down) (Eh) = -0.0328 / -0.0327

P is favored, and the nearest alternative lies 99.0 kcal/mol above it.

P | Entry from the Open Molecules 2025 dataset: the molecule C4H6N4 (the ωB97M-V functional and the def2-TZVPD basis).

Cartesian coordinates (Å):
C1 -2.062 1.240 0.640
C2 0.660 0.062 -0.189
C3 -0.010 -1.069 -0.495
C4 1.946 -0.318 -0.285
H1 -2.773 0.881 -0.344
H2 -2.763 2.081 1.144
H3 -1.475 0.336 1.342
H4 -1.118 -1.103 -0.280
H5 2.841 -2.147 -0.561
H6 2.822 0.278 0.258
N1 -0.915 1.997 -0.060
N2 0.193 1.496 -0.098
N3 0.729 -2.182 -0.497
N4 1.925 -1.554 -0.577

## Properties
- Kohn-Sham gap (eV) = 8.67
- E_LUMO (Eh) = 0.0221
- SMILES = C/N=N\c1cn[nH]c1

Q | Entry from the Open Molecules 2025 dataset: the molecule C4H6N4 (the ωB97M-V functional and the def2-TZVPD basis).

Cartesian coordinates (Å):
C1 1.343 0.067 0.094
C2 -0.118 0.115 0.122
C3 -1.024 1.206 0.101
C4 -2.200 0.541 -0.107
H1 1.544 -2.045 -0.324
H2 3.085 -0.914 0.127
H3 2.945 1.095 -0.040
H4 -0.709 2.242 -0.176
H5 -3.399 0.742 -0.190
H6 -2.762 -1.408 0.370
N1 1.976 -1.106 -0.119
N2 1.850 1.324 0.023
N3 -1.909 -0.790 -0.094
N4 -0.623 -1.070 0.215

## Properties
- Kohn-Sham gap (eV) = 9.52
- E_LUMO (Eh) = 0.0307
- SMILES = [H]/N=C(\N)c1cc[nH]n1

R | Entry from the Open Molecules 2025 dataset: the molecule C4H6N4 (the ωB97M-V functional and the def2-TZVPD basis).

Cartesian coordinates (Å):
C1 -0.304 -0.471 -0.745
C2 -1.674 -0.739 -0.690
C3 -1.110 0.596 0.845
C4 1.348 0.763 1.044
H1 0.754 -2.009 -1.274
H2 1.085 -0.920 -2.465
H3 -2.341 -0.932 -1.486
H4 -1.159 1.002 2.039
H5 1.169 1.263 2.145
H6 2.387 0.328 -0.368
N1 0.824 -1.045 -1.386
N2 -2.170 0.041 0.157
N3 0.016 0.344 0.417
N4 2.550 0.713 0.625

## Properties
- Kohn-Sham gap (eV) = 9.03
- E_LUMO (Eh) = 0.0258
- SMILES = [H]/N=C\n1cncc1N

Q is favored, and the nearest alternative lies 24.2 kcal/mol above it.

P | Entry from the Open Molecules 2025 dataset: the molecule C4H6N4 (the ωB97M-V functional and the def2-TZVPD basis).

Cartesian coordinates (Å):
C1 1.312 0.303 1.025
C2 0.705 1.487 1.413
C3 0.442 -0.381 0.178
C4 -0.684 0.428 0.066
N1 -0.573 1.503 0.963
N2 0.519 -1.566 -0.588
N3 -1.663 -0.932 -1.234
N4 -0.525 -1.529 -1.543
H1 2.274 0.125 1.354
H2 0.984 2.311 1.974
H3 -0.989 2.435 0.942
H4 0.422 -2.314 0.048
H5 -2.042 -0.462 -2.092
H6 -0.180 -1.408 -2.506

## Properties
- Kohn-Sham gap (spin up / spin down) (eV) = 8.04 / 7.88
- E_LUMO (spin up / spin down) (Eh) = 0.0217 / 0.0180

Q | Entry from the Open Molecules 2025 dataset: the molecule C4H6N4 (the ωB97M-V functional and the def2-TZVPD basis).

Cartesian coordinates (Å):
C1 0.845 0.580 0.153
C2 1.352 -1.595 -0.136
C3 -0.020 -1.502 0.197
C4 -1.608 0.425 0.024
H1 0.557 2.820 0.459
H2 2.064 2.156 -0.422
H3 1.654 -2.617 -0.609
H4 -0.837 -2.312 0.315
H5 -1.457 1.512 -0.032
H6 -3.484 0.670 -0.160
N1 1.059 2.020 -0.110
N2 1.814 -0.282 -0.151
N3 -0.341 -0.100 0.403
N4 -2.806 -0.163 -0.283

## Properties
- Kohn-Sham gap (eV) = 9.02
- E_LUMO (Eh) = 0.0223
- SMILES = [H]/N=C/n1ccnc1N

Q is favored, and the nearest alternative lies 78.2 kcal/mol above it.

P | Entry from the Open Molecules 2025 dataset: the molecule C4H6N4 (the ωB97M-V functional and the def2-TZVPD basis).

Cartesian coordinates (Å):
C1 2.702 0.455 0.169
C2 1.437 -0.175 -0.435
C3 0.094 0.192 -0.471
C4 -2.550 0.360 0.151
H1 3.733 -0.161 0.305
H2 2.884 1.447 0.787
H3 1.675 -1.318 -0.609
H4 -3.446 0.296 0.572
H5 -1.898 -1.189 -1.246
H6 -0.220 -0.821 1.291
N1 -0.426 1.335 -0.605
N2 -1.702 1.454 0.122
N3 -1.838 -0.943 -0.259
N4 -0.447 -0.931 0.228

## Properties
- Kohn-Sham gap (eV) = 8.62
- E_LUMO (Eh) = -0.0170
- SMILES = C=CC1=NN=CNN1

Q | Entry from the Open Molecules 2025 dataset: a structure of composition C4H6N4 (the ωB97M-V functional and the def2-TZVPD basis).

Cartesian coordinates (Å):
C1 -2.239 -0.800 0.307
C2 -1.763 1.518 0.022
C3 0.001 -0.076 0.979
C4 -1.295 0.151 0.070
N1 -2.984 -1.658 0.457
N2 -2.095 2.628 0.129
N3 0.997 0.908 0.878
N4 -0.759 -0.294 -1.754
H1 -0.306 0.075 2.012
H2 0.451 -1.077 0.887
H3 1.134 1.025 -0.059
H4 1.805 0.540 1.420
H5 -1.406 -0.952 -1.986
H6 -1.022 0.581 -2.281

## Properties
- Kohn-Sham gap (eV) = 9.43
- E_LUMO (Eh) = -0.0245

R | Entry from the Open Molecules 2025 dataset: the molecule C4H6N4 (the ωB97M-V functional and the def2-TZVPD basis).

Cartesian coordinates (Å):
C1 0.340 0.538 -0.145
C2 1.635 0.466 -0.207
C3 1.869 -0.921 -0.080
C4 -1.567 -1.175 -0.124
H1 -0.486 2.210 -0.783
H2 -0.542 2.125 1.031
H3 2.334 1.189 0.291
H4 2.790 -1.343 0.136
H5 -1.458 -2.270 -0.217
H6 -2.275 0.439 -0.061
N1 -0.563 1.612 0.055
N2 0.732 -1.631 0.162
N3 -0.200 -0.735 -0.048
N4 -2.610 -0.503 -0.010

## Properties
- Kohn-Sham gap (eV) = 10.01
- E_LUMO (Eh) = 0.0250
- SMILES = [H]/N=C\n1nccc1N

S | Entry from the Open Molecules 2025 dataset: a structure of composition C4H6N4 (the ωB97M-V functional and the def2-TZVPD basis).

Cartesian coordinates (Å):
C1 -1.844 -1.279 -0.062
C2 -0.693 -0.708 0.248
C3 1.530 0.003 0.126
C4 -0.586 0.679 0.070
H1 -2.621 -0.578 -0.555
H2 -2.270 -2.332 -0.038
H3 0.778 -2.054 -0.251
H4 3.459 0.394 -0.562
H5 1.179 2.102 0.758
H6 -1.446 2.463 -0.244
N1 0.654 -0.997 0.553
N2 2.760 -0.274 -0.301
N3 0.792 1.172 0.330
N4 -1.693 1.409 -0.072

## Properties
- Kohn-Sham gap (eV) = 9.14
- E_LUMO (Eh) = 0.0081

R is favored, and the nearest alternative lies 28.5 kcal/mol above it.

P | Entry from the Open Molecules 2025 dataset: the molecule C4H6N4 (the ωB97M-V functional and the def2-TZVPD basis).

Cartesian coordinates (Å):
C1 -1.500 1.110 -0.038
C2 0.002 0.688 -0.326
C3 1.494 -1.051 -0.155
C4 0.044 -0.725 0.166
H1 -1.766 -1.753 0.341
H2 -1.880 2.091 0.241
H3 -0.025 0.535 -1.375
H4 1.506 1.699 0.759
H5 2.033 -2.038 -0.206
H6 0.159 -0.598 1.301
N1 -1.333 -1.116 -0.307
N2 -2.208 -0.032 -0.113
N3 1.312 1.142 -0.146
N4 2.162 0.048 -0.143

## Properties
- Kohn-Sham gap (eV) = 9.77
- E_LUMO (Eh) = 0.0332
- SMILES = C1=NN[C@H]2C=NN[C@H]12

Q | Entry from the Open Molecules 2025 dataset: the molecule C4H6N4 (the ωB97M-V functional and the def2-TZVPD basis).

Cartesian coordinates (Å):
C1 -2.154 0.278 0.127
C2 0.261 -0.524 2.073
C3 0.604 -0.422 -0.186
C4 0.190 0.992 -0.022
N1 -3.224 -0.320 0.166
N2 -0.428 -0.094 2.872
N3 0.639 -1.181 1.020
N4 -1.323 1.136 0.030
H1 -0.133 -0.914 -0.841
H2 1.528 -0.378 -0.696
H3 0.514 1.446 0.917
H4 0.511 1.544 -0.893
H5 -3.318 -0.879 1.005
H6 1.170 -2.037 0.976

## Properties
- Kohn-Sham gap (eV) = 9.99
- E_LUMO (Eh) = 0.0163
- SMILES = N#CNCCN=C=N

Q is favored, and the nearest alternative lies 52.4 kcal/mol above it.

P | Entry from the Open Molecules 2025 dataset: the molecule C2H3N3 (the ωB97M-V functional and the def2-TZVPD basis).

Cartesian coordinates (Å):
N1 1.159 -0.445 0.067
C1 -0.098 -0.681 0.183
C2 -0.976 0.416 -0.068
N2 -0.230 1.481 -0.377
N3 0.923 1.628 -0.457
H1 1.804 -1.212 0.233
H2 -0.532 -1.650 0.453
H3 -2.050 0.463 -0.035

## Properties
- Kohn-Sham gap (eV) = 9.16
- E_LUMO (Eh) = 0.0190

Q | Entry from the Open Molecules 2025 dataset: the molecule C2H3N3 (the ωB97M-V functional and the def2-TZVPD basis).

Cartesian coordinates (Å):
C1 1.076 -0.258 -1.792
C2 -0.688 0.129 1.182
N1 1.740 -0.295 -2.753
N2 0.298 0.190 -0.779
N3 -0.266 -0.536 -0.010
H1 -1.710 -0.126 1.369
H2 -0.537 1.201 0.960
H3 0.087 -0.304 1.823

## Properties
- Kohn-Sham gap (eV) = 9.50
- E_LUMO (Eh) = -0.0196
- SMILES = C/N=N/C#N

P is favored, and the nearest alternative lies 8.8 kcal/mol above it.